{"formula": "C24H52I2N8O5P3", "method": "the ωB97M-V functional and the def2-TZVPD basis", "symbols": ["H", "C", "H", "H", "H", "P", "H", "H", "H", "C", "H", "H", "C", "H", "H", "O", "H", "O", "H", "C", "H", "C", "H", "C", "C", "H", "H", "N", "H", "H", "C", "N", "H", "H", "H", "H", "C", "H", "P", "C", "H", "C", "H", "H", "C", "N", "O", "H", "C", "H", "H", "C", "N", "H", "H", "C", "N", "O", "H", "C", "C", "C", "H", "H", "C", "H", "H", "I", "H", "H", "N", "H", "H", "H", "P", "I", "H", "N", "H", "H", "H", "H", "C", "C", "H", "C", "O", "H", "C", "C", "N", "H", "H", "H"], "coordinates": [[1.52, 10.44, 0.56], [2.49, 8.99, 3.34], [-1.07, -5.46, 3.50], [4.81, 8.31, -0.38], [-0.98, -8.79, -3.88], [-1.74, -4.36, 4.07], [1.64, -3.28, 1.57], [3.06, 8.36, 4.03], [-2.73, -9.04, -3.73], [-2.43, -4.50, -6.35], [-1.71, -2.57, -0.77], [-5.62, -5.66, -6.18], [2.12, 0.39, 3.61], [-0.36, 8.87, 1.41], [-6.20, -5.66, -3.66], [0.77, -0.35, 7.06], [5.02, 6.83, -1.25], [2.51, 6.47, 2.30], [-6.02, -7.39, -6.13], [0.99, -3.89, 0.95], [-1.17, -4.26, -1.01], [-0.62, -2.92, 3.92], [-1.89, -7.87, -2.69], [4.38, 9.20, 1.89], [-5.80, -6.68, -3.67], [-5.44, -6.92, -2.67], [3.76, 7.95, -1.77], [2.96, 8.88, 1.96], [-0.11, -3.00, 6.00], [-2.61, -8.42, -6.39], [2.85, 5.60, -0.61], [3.35, 6.82, -0.01], [-1.40, -4.50, -5.97], [3.66, 0.67, 5.66], [0.88, -4.88, 1.39], [-2.53, -5.23, -7.15], [1.62, 9.73, -0.26], [2.93, 1.99, 6.53], [2.32, 7.46, 1.18], [-0.87, -3.26, -0.68], [-0.07, -2.93, -1.34], [0.43, -1.25, 2.66], [3.11, 0.00, 3.78], [-4.22, -2.79, -5.34], [1.89, 1.52, 4.70], [-3.42, -4.73, -5.30], [-1.98, -4.60, 5.51], [-0.78, 8.67, -0.30], [1.13, -0.76, 3.74], [-6.61, -7.38, -3.89], [3.67, 5.02, -1.05], [-1.93, -8.28, -3.70], [1.28, 8.37, 0.12], [0.94, 10.02, -1.07], [-0.90, -8.17, -6.05], [3.18, 1.64, 5.53], [-1.11, -2.73, 1.62], [2.71, -1.36, 6.50], [3.91, 2.29, 5.06], [-5.22, -6.66, -5.99], [-0.36, -3.26, 0.71], [0.90, -1.42, 4.96], [2.38, 4.97, 0.14], [-2.91, -4.03, 3.37], [-3.74, -3.47, -4.64], [-2.84, -2.98, -4.23], [2.11, 5.80, -1.40], [2.19, 1.19, 1.62], [-4.43, -3.63, -3.81], [2.63, 9.80, -0.66], [-2.14, -7.23, -4.68], [4.61, 9.99, 2.60], [-0.44, 7.26, 0.68], [-1.81, -6.87, -6.74], [-3.23, -6.03, -4.16], [1.59, 3.49, 3.90], [1.44, 8.71, 3.42], [-4.70, -6.83, -4.65], [4.65, 9.60, 0.92], [2.57, 10.03, 3.67], [1.49, -4.00, -0.01], [1.08, 1.27, 5.38], [1.58, -1.04, 6.25], [-1.87, -7.68, -6.03], [-2.62, -3.53, -6.82], [0.03, -2.50, 5.06], [-2.42, -5.32, -3.12], [-4.47, -6.88, -6.75], [-0.15, 8.30, 0.50], [4.26, 7.52, -0.89], [-0.41, -2.28, 2.76], [1.13, -0.39, 7.97], [5.02, 8.33, 2.13], [0.53, -0.83, 1.67]], "max_force_ev_per_a": 5.800, "charge": 1, "homo_lumo_gap_ha": 0.20607, "homo_energy_ev": -9.808, "lumo_energy_ev": -4.2}